DFT (wB97M-V/def2-TZVPD) results for C25H38AsBrN9O5SSi2Tl as an isolated structure.

The calculation puts the maximum force at 3.96 eV/A. For the HOMO energy, the calculation gives -4.08 eV. Its energy above the lowest of the compared OMol25 structures with the same formula, charge and spin is 13.1 kcal per mole. The value obtained for the HOMO-LUMO gap is 2.79 eV. The multiplicity is 1.

Structure (XYZ):
```
83
C25H38AsBrN9O5SSi2Tl wB97M-V/def2-TZVPD
Tl 11.9383 12.6746 14.1776
O 11.8694 7.8568 15.8784
C 12.4091 9.1219 15.6723
O 11.9304 10.1256 16.0832
C 13.6856 9.1868 14.8811
C 14.2895 7.9683 14.5950
C 15.3355 7.8268 13.7242
C 15.7410 9.0100 13.0577
C 15.0848 10.2372 13.3718
N 14.1373 10.3354 14.3274
C 15.5745 11.5716 12.8648
O 16.7404 11.4222 12.1157
O 15.1394 12.7185 13.0999
H 10.9177 8.0238 16.1034
H 13.9934 7.0756 15.1232
H 15.8419 6.8528 13.5713
H 16.6829 8.9013 12.5206
H 16.9909 12.3663 11.9691
O 7.8995 7.4367 13.7970
C 8.6311 8.4578 13.3025
C 9.8054 8.1649 12.5384
C 10.5004 9.2558 12.0216
N 10.0715 10.5580 12.2614
C 9.0499 10.7300 13.0679
Br 8.5482 12.5547 13.2482
C 8.3603 9.7438 13.6880
H 8.0554 6.5593 13.4347
H 10.1968 7.1915 12.3663
H 11.3350 9.1607 11.3566
H 7.6056 9.8761 14.4657
N 7.1996 15.1659 10.8771
N 6.4641 16.3363 10.9780
C 6.8242 17.1530 11.9599
N 6.2578 18.3574 12.0436
S 8.1777 16.8383 12.9025
H 7.9005 15.0723 11.6308
H 7.8013 15.2349 10.0143
H 5.5807 16.3722 10.4815
H 5.7939 18.7389 11.2188
H 6.4586 18.9603 12.8299
N 10.7158 14.6188 17.9421
C 10.6269 13.4912 18.7376
C 11.3525 12.5714 18.0943
N 11.9882 13.1173 16.9784
C 11.5594 14.3322 16.8740
C 11.9795 15.3261 15.8731
N 13.0243 15.1969 15.0706
C 13.0431 16.3465 14.3118
C 12.0060 17.1815 14.5918
N 11.3103 16.4943 15.5839
H 10.2542 15.4746 18.1567
H 9.9833 13.4880 19.6460
H 11.4719 11.5338 18.3066
H 13.7692 16.4947 13.5331
H 11.7730 18.1807 14.2576
H 10.3947 16.7717 15.8319
C 10.5302 14.2400 10.6277
Si 10.9057 14.5563 8.8323
C 12.4384 13.6460 8.2096
C 11.2997 16.4271 8.6041
As 9.0340 14.0680 7.4576
Si 7.6794 12.2685 7.6796
C 8.2465 11.0616 6.3788
C 5.7768 12.4872 7.4788
C 7.8013 11.3510 9.2512
H 11.4448 13.9163 11.1479
H 9.7630 13.4125 10.7984
H 10.2231 15.1194 11.2022
H 13.2143 14.0221 8.8734
H 12.7384 13.9135 7.1963
H 12.4406 12.5449 8.3339
H 12.3159 16.7211 9.0250
H 10.5481 17.1127 9.0399
H 11.4377 16.5399 7.4540
H 8.2194 11.5740 5.3762
H 7.5011 10.2551 6.3024
H 9.2292 10.5437 6.6278
H 5.5475 12.7213 6.4514
H 5.4182 13.2540 8.2116
H 5.3242 11.5539 7.7673
H 8.8546 10.9562 9.3005
H 7.0382 10.6313 9.4924
H 7.7138 12.0667 10.1134
```

DFT (wB97M-V/def2-TZVPD) results for a 14-piece molecular cluster, C4H35N2O15 overall.

The calculation puts the maximum force at 3.42 eV/A. For the HOMO energy, the calculation gives -7.00 eV. Its charge is -1. Its energy above the lowest of the compared OMol25 structures with the same formula, charge and spin is 70.9 kcal per mole. The value obtained for the HOMO-LUMO gap is 9.48 eV. The multiplicity is 1.

Structure (XYZ):
```
56
C4H35N2O15 wB97M-V/def2-TZVPD
C -0.5615 -0.8710 2.2653
N 0.6949 -1.5961 2.1392
C 1.8209 -1.0233 2.8152
O 2.7966 -0.7838 1.6987
C -1.7296 -1.7579 1.8124
N -1.8861 -2.0056 0.3869
C -2.7152 -1.2225 -0.3560
O -2.9284 -1.3972 -1.5402
H -0.8086 -0.5910 3.2772
H -0.5898 0.0660 1.6597
H 0.7325 -1.7376 1.1097
H 2.2971 -1.7746 3.4248
H 1.5834 -0.0917 3.3311
H -2.6666 -1.4065 2.2761
H -1.5423 -2.8457 1.9990
H -1.0979 -2.5398 0.0428
H -2.9708 -0.3170 0.2493
H 3.3765 -0.1068 2.0954
H 4.0918 0.8353 -1.1505
O 3.3220 0.5605 -1.6572
H -2.6274 2.8866 -1.4711
H -2.2601 2.4028 -2.8666
O -2.6963 3.1209 -2.4013
H 2.5227 1.1524 -1.2955
H 1.2067 0.9708 -0.1121
O 1.1264 1.5911 -0.8504
H 0.4217 -3.7603 1.1988
H -0.0182 -4.6967 -0.1463
O -0.0532 -4.5164 0.8339
H 1.4397 2.5930 -2.4366
H 2.8724 2.3388 -2.8440
O 2.1813 3.0134 -2.9118
H 0.0516 2.6153 2.8779
H 1.5532 2.3427 3.3169
O 0.6346 2.3704 3.5985
H -1.5663 0.0089 -1.5107
H -0.4109 1.1171 -1.4293
O -1.3791 0.9277 -1.3362
H 0.0622 -3.4042 -1.8774
H 1.2112 -4.2158 -1.7259
O 0.2472 -4.3425 -1.6963
H -2.2359 1.3875 1.0668
H -1.9291 2.6049 1.8498
O -2.6719 2.0202 1.6507
H 1.9854 -0.5561 -1.5236
H 0.7239 -0.7051 -2.2836
O 1.3181 -1.2616 -1.7593
H 3.1192 3.1042 1.0208
H 1.8402 2.4523 0.6724
O 2.4051 2.6288 1.4651
H -0.0459 2.8183 0.2494
H 0.0138 4.4345 0.3905
O -0.3899 3.6151 0.7010
H -0.9794 -1.6120 -2.5506
H -2.1949 -1.6696 -3.4451
O -1.3356 -1.2374 -3.3579
```

DFT (wB97M-V/def2-TZVPD) results for a 2-piece molecular cluster, C2H3NO3 overall.

The calculation puts the maximum force at 7.12 eV/A. For the HOMO energy, the calculation gives -10.23 eV. Its energy above the lowest of the compared OMol25 structures with the same formula, charge and spin is 193.6 kcal per mole. The value obtained for the HOMO-LUMO gap is 9.71 eV. The multiplicity is 1.

Structure (XYZ):
```
9
C2H3NO3 wB97M-V/def2-TZVPD
C -1.5357 -0.1632 0.2561
C -0.8641 0.3298 -0.9648
N 1.8836 -0.0514 -0.0039
O 2.5898 -0.8179 -0.5602
O 1.9148 0.4284 1.0487
O -1.5727 1.1422 -0.3117
H -2.3274 -0.7666 0.0975
H -0.9637 -0.2923 1.0727
H 0.8756 0.1911 -0.6344
```

DFT (wB97M-V/def2-TZVPD) results for a 3-piece molecular cluster, C16H21F2O2P overall.

The calculation puts the maximum force at 0.19 eV/A. Its structure (SMILES) is Fc1ccccc1.Fc1ccccc1.CCOCCOP. For the HOMO energy, the calculation gives -9.25 eV. The value obtained for the HOMO-LUMO gap is 10.07 eV. The multiplicity is 1.

Structure (XYZ):
```
42
C16H21F2O2P wB97M-V/def2-TZVPD
C 8.0099 1.0255 2.7570
C 6.8601 1.4936 1.8827
O 5.7080 1.6473 2.7029
C 4.5449 2.0502 2.0103
C 3.3667 1.1621 2.3705
O 3.1048 0.1325 1.4108
P 4.1546 -1.1451 1.3660
H 7.7806 1.2370 3.8007
H 8.1813 -0.0463 2.6666
H 8.9380 1.5396 2.5090
H 6.6345 0.7667 1.0942
H 7.0992 2.4481 1.3987
H 4.6984 2.0132 0.9270
H 4.3089 3.0858 2.2773
H 2.4466 1.7441 2.4113
H 3.5434 0.7333 3.3608
H 3.3595 -2.1192 2.0315
H 3.7462 -1.6150 0.0956
F -1.8261 -2.5765 -2.3704
C -1.3638 -1.5727 -1.5910
C -2.2529 -0.6060 -1.1685
C -1.7735 0.4212 -0.3671
C -0.4336 0.4638 -0.0077
C 0.4370 -0.5237 -0.4501
C -0.0263 -1.5581 -1.2515
H -3.2912 -0.6597 -1.4673
H -2.4551 1.1891 -0.0247
H -0.0627 1.2646 0.6182
H 1.4760 -0.4786 -0.1566
H 0.6267 -2.3423 -1.6097
F -9.3874 0.6144 -1.8243
C -8.2511 -0.0791 -2.0477
C -7.8663 -0.3154 -3.3522
C -6.6964 -1.0287 -3.5723
C -5.9408 -1.4893 -2.5028
C -6.3558 -1.2345 -1.2028
C -7.5225 -0.5219 -0.9624
H -8.4745 0.0546 -4.1659
H -6.3748 -1.2235 -4.5870
H -5.0307 -2.0471 -2.6820
H -5.7702 -1.5940 -0.3662
H -7.8695 -0.3099 0.0394
```